<A>
ORCA calculation (ωB97M-V with the def2-TZVPD basis set) on 3 unconnected molecules or ions with the total composition C4H14NO2.

Values from the calculation:
E_HOMO	-14.2037	eV
total charge	+1

Structure (XYZ):
```
21
C4H14NO2 | the OMol25 dataset | ωB97M-V with the def2-TZVPD basis set
C 1.4476 0.9216 2.3827
C 1.9991 0.0933 1.2529
C 1.1157 0.1577 0.0137
C 1.1705 -0.7765 -0.9182
N 0.3656 -0.6805 -2.1467
H 0.4669 0.6131 2.7581
H 1.4188 1.9916 2.0937
H 2.0775 0.9247 3.2925
H 2.1262 -0.9496 1.5651
H 2.9982 0.4156 0.9582
H 0.3617 0.9099 0.2151
H 1.8203 -1.6483 -0.8281
H -0.7036 -0.5967 -1.9626
H 0.5912 0.1049 -2.7457
H 0.3821 -1.6027 -2.5854
H -2.6972 -0.6251 -0.9748
H -3.0425 0.0356 -2.4087
O -2.5362 -0.6445 -1.9390
H -3.8812 0.1889 0.7743
H -2.5710 1.0160 0.4790
O -2.9096 0.1510 0.7239
```


<B>
ORCA calculation (ωB97M-V with the def2-TZVPD basis set) on 3 unconnected molecules or ions with the total composition C4H14NO2.

Values from the calculation:
E_HOMO	-14.6575	eV
total charge	+1

Structure (XYZ):
```
21
C4H14NO2 | the OMol25 dataset | ωB97M-V with the def2-TZVPD basis set
C -0.3702 -0.5410 -1.8876
N -0.5442 -1.1100 -0.5477
C 0.8350 -0.9757 0.2159
C 1.4964 0.2875 -0.4697
C 1.0830 0.0282 -1.9618
H -0.6886 -1.3254 -2.6739
H -1.0044 0.2499 -2.1222
H -0.9319 -2.0830 -0.5012
H -1.2434 -0.5836 0.0613
H 1.5057 -1.8350 0.1449
H 0.4085 -0.6076 1.2236
H 0.8725 1.2770 -0.1848
H 2.6964 0.3593 -0.2566
H 1.6558 -0.8793 -2.2815
H 1.3914 0.9407 -2.3179
H 0.7912 1.9209 3.5422
H 0.7887 1.1831 2.1244
O 0.8519 1.0505 3.1216
H -2.9050 1.1380 1.4189
H -3.4438 0.4001 0.3607
O -2.6455 0.8021 0.6179
```


Relative energies, unit eV: <A> 0.000; <B> 1.047


<A>
ORCA calculation (ωB97M-V with the def2-TZVPD basis set) on a gas-phase ion, C4H3Cl2O2 (charge -1).

Values from the calculation:
E_HOMO (spin up / spin down)	-3.8659 / -3.3772	eV
total charge	-1

Structure (XYZ):
```
11
C4H3Cl2O2 | the OMol25 dataset | ωB97M-V with the def2-TZVPD basis set
C -1.1020 0.9450 -1.1105
C -0.7161 0.1197 0.0061
C 1.4016 -0.0762 0.9228
C 0.4611 -0.7983 -0.0064
O -2.0589 0.2121 -1.5357
O -0.4930 1.8421 -1.7012
Cl 0.8005 -0.3656 2.5635
Cl 1.1619 -1.1889 -1.5683
H -1.3315 0.0826 0.8474
H 1.6510 0.9912 1.0269
H 0.2255 -1.7636 0.5554
```


<B>
ORCA calculation (ωB97M-V with the def2-TZVPD basis set) on a gas-phase ion, C4H3Cl2O2 (charge -1).

Values from the calculation:
E_HOMO	-3.7413	eV
SMILES	O=C([O-])CC=C(Cl)Cl
total charge	-1

Structure (XYZ):
```
11
C4H3Cl2O2 | the OMol25 dataset | ωB97M-V with the def2-TZVPD basis set
C 0.0001 -0.5715 -0.6151
C 0.1056 0.7873 -0.2014
C -1.3145 -1.5462 0.3299
C 1.1964 1.5145 0.1660
O -2.4095 -1.1262 0.0964
O -0.7604 -2.4850 0.8328
Cl 2.7221 0.8836 0.6760
Cl 0.7863 2.9796 1.1169
H -0.4434 -0.6770 -1.6028
H 0.9415 -1.1133 -0.5446
H -0.8242 1.3544 -0.2542
```


Relative energies, unit eV: <A> 2.282; <B> 0.000


<A>
ORCA calculation (ωB97M-V with the def2-TZVPD basis set) on 2 unconnected molecules or ions with the total composition C5H13NO2.

Values from the calculation:
E_HOMO	-9.3850	eV
SMILES	CCCC(=O)NC.O

Structure (XYZ):
```
21
C5H13NO2 | the OMol25 dataset | ωB97M-V with the def2-TZVPD basis set
C 0.2291 -2.5282 -1.3559
C -0.0495 -1.5140 -0.2862
C 0.7439 -0.3146 -0.4165
C -0.1074 0.8511 0.1071
N -0.3063 1.8200 -0.8708
C 0.2784 1.7834 -2.1604
O -0.4443 1.1773 1.2260
H 0.6836 -3.4455 -1.0066
H 0.6646 -2.2911 -2.2433
H -0.8064 -2.8989 -1.6817
H -1.1929 -1.2822 -0.2198
H 0.0789 -1.8858 0.8166
H 1.0199 -0.2320 -1.4147
H 1.7786 -0.2789 0.1231
H -0.3372 2.7832 -0.5338
H 0.1180 0.9915 -2.8362
H 1.4386 1.7733 -2.1996
H -0.1779 2.6128 -2.8285
H -0.0095 -0.8818 4.2530
H -1.0668 -0.1807 3.3161
O -0.3824 -0.8260 3.4269
```


<B>
ORCA calculation (ωB97M-V with the def2-TZVPD basis set) on 2 unconnected molecules or ions with the total composition C5H13NO2.

Values from the calculation:
E_HOMO	-8.6008	eV
SMILES	CN[C@H](C)CC=O.O

Structure (XYZ):
```
21
C5H13NO2 | the OMol25 dataset | ωB97M-V with the def2-TZVPD basis set
C 2.1349 -0.7159 0.0763
N 1.1762 0.2330 -0.4423
C 0.0604 0.5089 0.4689
C -0.4678 1.9176 0.2159
C -1.8065 2.1720 0.8533
O -1.9415 2.7233 1.9186
C -1.0260 -0.5785 0.5367
H 2.6547 -0.2870 0.9215
H 2.8839 -0.9196 -0.6942
H 1.6781 -1.6664 0.3894
H 0.8714 -0.0608 -1.3583
H 0.5172 0.4751 1.4585
H 0.2357 2.6632 0.5824
H -0.5473 2.0889 -0.8643
H -2.7108 1.8013 0.3173
H -1.6031 -0.6613 -0.3838
H -0.5592 -1.5251 0.8172
H -1.7241 -0.3143 1.3421
H -0.6047 -2.2446 -2.2685
H 0.4952 -3.2779 -1.9773
O 0.2836 -2.3319 -1.9094
```


<C>
ORCA calculation (ωB97M-V with the def2-TZVPD basis set) on 2 unconnected molecules or ions with the total composition C5H13NO2.

Values from the calculation:
E_HOMO	-9.1118	eV
SMILES	C=C[C@@H](C)N.COO

Structure (XYZ):
```
21
C5H13NO2 | the OMol25 dataset | ωB97M-V with the def2-TZVPD basis set
C -1.2303 -0.7233 0.1169
C -2.7380 -0.9154 0.2924
N -0.8838 -0.0646 -1.1518
C -0.5708 0.0613 1.2206
C -1.1558 0.5398 2.3043
H -0.7521 -1.7120 0.0830
H -1.2725 0.8738 -1.1691
H -1.2767 -0.5759 -1.9353
H 0.4850 0.2349 1.0522
H -3.2458 0.0478 0.3319
H -2.9527 -1.4622 1.2077
H -3.1412 -1.4839 -0.5455
H -2.2006 0.3888 2.5246
H -0.5938 1.0918 3.0406
C 3.8462 0.7389 -0.8335
O 2.5777 0.3538 -0.4190
O 1.8384 0.0979 -1.7115
H 0.8815 0.0391 -1.4439
H 4.0569 1.7658 -0.5159
H 3.7251 0.6787 -1.9558
H 4.6031 0.0247 -0.4928
```


Relative energies, unit eV: <A> 0.935; <B> 0.000; <C> 3.085


<A>
ORCA calculation (ωB97M-V with the def2-TZVPD basis set) on a single C5H13NO2 molecule.

Values from the calculation:
E_HOMO	-8.3855	eV
SMILES	CO[C@@H](C)N[C@@H](C)O

Structure (XYZ):
```
21
C5H13NO2 | the OMol25 dataset | ωB97M-V with the def2-TZVPD basis set
C -1.6468 0.5384 0.4276
C 0.4184 -0.6310 0.0197
C 2.7180 0.7665 -0.2206
C -1.7034 1.4099 -0.8045
C 0.2551 -2.0871 0.3700
N 0.0882 0.3608 0.9013
O 2.1290 -0.3394 0.3862
O -2.4851 -0.5643 0.3970
H -2.4609 -0.9692 -0.4793
H 0.1401 0.0080 1.8539
H -1.9051 1.0854 1.3321
H 0.2739 -0.3732 -1.0335
H 3.1135 0.5028 -1.2148
H 2.0178 1.6044 -0.3748
H 3.5495 1.1445 0.3863
H -2.6890 1.8741 -0.8822
H -1.5223 0.8333 -1.7128
H -0.9489 2.1897 -0.7343
H 0.6602 -2.2701 1.3635
H -0.7975 -2.3768 0.3620
H 0.7953 -2.7066 -0.3430
```


<B>
ORCA calculation (ωB97M-V with the def2-TZVPD basis set) on 2 unconnected molecules or ions with the total composition C5H13NO2.

Values from the calculation:
E_HOMO	-9.5120	eV
SMILES	CCCNC(C)=O.O

Structure (XYZ):
```
21
C5H13NO2 | the OMol25 dataset | ωB97M-V with the def2-TZVPD basis set
C 1.1799 -1.0911 1.6869
C 0.3181 -1.1846 0.4802
N 0.4512 -0.4558 -0.6335
C 1.3749 0.7559 -0.7419
C 0.9413 1.7715 0.3627
C -0.3328 2.5734 0.0639
O -0.5104 -2.0916 0.3859
H 1.3441 -0.1607 2.2730
H 2.1711 -1.7132 1.5348
H 0.5140 -1.7076 2.4530
H -0.3802 -0.4401 -1.2258
H 1.2538 1.3248 -1.7232
H 2.3512 0.4489 -0.5140
H 1.8815 2.4628 0.2391
H 0.9993 1.3446 1.4383
H -0.4397 2.4426 -1.0451
H -1.2136 1.8770 0.4338
H -0.3946 3.5024 0.5320
H -2.2703 -0.7651 -0.6631
H -3.1797 -1.4290 -1.6417
O -2.8252 -0.5269 -1.4818
```


Relative energies, unit eV: <A> 1.838; <B> 0.000


<A>
ORCA calculation (ωB97M-V with the def2-TZVPD basis set) on 2 unconnected molecules or ions with the total composition C5H13NO2.

Values from the calculation:
E_HOMO	-9.8430	eV
SMILES	CC(C)O.NCC=O

Structure (XYZ):
```
21
C5H13NO2 | the OMol25 dataset | ωB97M-V with the def2-TZVPD basis set
O 0.3010 -1.8708 -0.3546
C -0.1805 -1.6382 0.7600
C 0.0559 -2.4512 2.0095
N -1.0021 -2.2159 2.9752
H -0.8760 -0.7721 0.8886
H 0.0451 -3.4967 1.6950
H 1.0773 -2.2495 2.3783
H -1.0858 -2.9262 3.7020
H -0.8940 -1.3377 3.4390
C -0.3339 2.5192 -0.5882
C 0.1957 1.2550 -1.2401
C 1.0779 1.4453 -2.4592
O -0.9656 0.4830 -1.5740
H -1.0580 2.2871 0.2130
H -0.8524 3.0904 -1.3633
H 0.4630 3.1641 -0.1797
H 0.7941 0.6938 -0.4974
H 1.7875 2.2638 -2.2706
H 0.4825 1.7010 -3.3437
H 1.6332 0.5075 -2.6450
H -0.6647 -0.4519 -1.5447
```


<B>
ORCA calculation (ωB97M-V with the def2-TZVPD basis set) on a single C5H13NO2 molecule.

Values from the calculation:
E_HOMO	-9.2664	eV
SMILES	CON(O)C(C)(C)C

Structure (XYZ):
```
21
C5H13NO2 | the OMol25 dataset | ωB97M-V with the def2-TZVPD basis set
C 0.6294 -0.1052 0.3002
C -2.6042 0.6942 -0.7867
C -0.0193 0.0879 1.6716
C 1.9407 0.6771 0.2318
C 0.8712 -1.5962 0.0327
N -0.2857 0.5108 -0.6770
O -1.5149 -0.1966 -0.6839
O 0.2193 0.5015 -1.9729
H 0.3840 -0.4154 -2.2624
H -3.4856 0.0623 -0.8823
H -2.5077 1.3321 -1.6678
H -2.6854 1.3177 0.1069
H 1.4179 -1.7500 -0.8968
H -0.2520 1.1383 1.8242
H -0.9367 -0.4895 1.7456
H 0.6632 -0.2375 2.4520
H 2.4201 0.5483 -0.7357
H 1.7467 1.7358 0.3762
H 2.6183 0.3285 1.0065
H -0.0793 -2.1224 -0.0219
H 1.4600 -2.0216 0.8398
```


<C>
ORCA calculation (ωB97M-V with the def2-TZVPD basis set) on 2 unconnected molecules or ions with the total composition C5H13NO2.

Values from the calculation:
E_HOMO	-9.5806	eV
SMILES	CC(=O)NC(C)C.O

Structure (XYZ):
```
21
C5H13NO2 | the OMol25 dataset | ωB97M-V with the def2-TZVPD basis set
C 1.4528 0.0680 2.0086
C 0.5898 -0.6871 1.0290
N -0.4242 0.0186 0.4734
C -0.4576 -0.9799 -1.8067
C -1.2813 -0.5134 -0.5982
C -2.1946 0.6209 -1.0356
O 0.8549 -1.8290 0.6997
H 1.7825 -0.6397 2.7704
H 2.3065 0.3976 1.4194
H 0.9411 0.8956 2.4931
H -0.7775 0.7890 1.0171
H -0.0264 -0.1176 -2.3460
H 0.3785 -1.5913 -1.5104
H -1.1328 -1.4542 -2.5214
H -1.7957 -1.3758 -0.1802
H -2.9106 0.9233 -0.2544
H -2.8552 0.2531 -1.8118
H -1.5750 1.4535 -1.3703
H 1.6460 3.1395 -0.4550
H 0.6302 2.0191 -0.2836
O 1.5345 2.1883 -0.5753
```


Relative energies, unit eV: <A> 1.252; <B> 3.352; <C> 0.000